1.
The following is a DFT calculation (wB97M-V/def2-TZVPD) of a structure of composition C17H22F6N4O5S6W in a non-equilibrium geometry.

Geometry (Å):
W (1.309228, 0.153567, 0.500564)
C (1.663128, 3.667467, -0.116936)
C (0.167728, 3.409267, -0.292936)
S (-0.571572, 1.841667, 0.351664)
C (-0.819372, 2.388867, 2.116364)
C (-0.465772, 1.362067, 3.168764)
S (1.091828, 0.418267, 2.917564)
C (2.404228, 1.638067, 3.360664)
C (2.523728, 2.826267, 2.434964)
S (2.627428, 2.314167, 0.639564)
H (2.137828, 3.808667, -1.089236)
H (1.849128, 4.550467, 0.492664)
H (-0.403672, 4.230067, 0.140364)
H (-0.075272, 3.356967, -1.351236)
H (-0.267372, 3.312667, 2.259764)
H (-1.885372, 2.605067, 2.194464)
H (-0.412372, 1.809467, 4.160864)
H (-1.208572, 0.566567, 3.155964)
H (2.204828, 1.959467, 4.382564)
H (3.315328, 1.038567, 3.341664)
H (1.693628, 3.514567, 2.567564)
H (3.452728, 3.358967, 2.643164)
C (-0.373672, -5.075533, 0.768564)
C (0.914828, -4.252233, 0.860064)
C (0.681128, -2.844133, 0.843364)
N (0.568628, -1.692133, 0.813564)
H (-0.112672, -6.129133, 0.704864)
H (-0.942172, -4.797233, -0.116536)
H (-0.987672, -4.918033, 1.653564)
H (1.563228, -4.457733, 0.000264)
H (1.466728, -4.508633, 1.771364)
F (-0.557372, -3.287833, -2.348336)
C (0.185128, -2.625133, -3.249736)
F (1.025728, -3.486233, -3.792036)
F (-0.631072, -2.166233, -4.185336)
S (1.042828, -1.222933, -2.338536)
O (1.932628, -1.858133, -1.411636)
O (-0.048272, -0.529033, -1.684836)
N (1.717128, -0.426233, -3.502036)
S (2.032028, 1.064667, -3.112236)
O (3.123028, 1.715267, -3.720436)
O (1.791628, 1.290067, -1.683936)
C (0.534728, 1.975767, -3.838236)
F (-0.611672, 1.588067, -3.255436)
F (0.410128, 1.805167, -5.141736)
F (0.656128, 3.285967, -3.588536)
O (-1.596772, -0.242133, 1.162164)
N (-2.733372, -0.597633, 0.667264)
C (-3.658472, -1.145433, 1.481464)
C (-4.905072, -1.500133, 1.022564)
C (-5.227772, -1.280833, -0.308336)
C (-4.252672, -0.745033, -1.137936)
C (-3.011072, -0.417233, -0.634736)
H (-3.354472, -1.284033, 2.507464)
H (-5.612572, -1.945333, 1.702764)
H (-6.203472, -1.534133, -0.689836)
H (-4.446172, -0.589733, -2.186036)
H (-2.205872, -0.018233, -1.236036)
S (3.497928, -0.950833, 1.089464)
C (3.850228, -0.373333, -0.415236)
N (4.147128, 0.044467, -1.449836)

Atomic forces in eV per Å
-0.2 1.3 0.4
0.2 -0.4 0.0
-0.4 -0.4 0.0
1.4 0.9 0.6
-0.1 -0.2 -0.3
0.3 -0.3 0.0
-0.2 0.5 -0.4
-0.2 -0.5 -0.2
0.1 -0.2 -0.6
0.3 0.6 0.8
-0.1 0.1 0.1
0.1 0.0 0.0
-0.1 0.0 -0.1
0.0 0.1 0.0
0.0 0.0 -0.1
0.0 0.1 0.1
-0.1 0.1 0.0
0.1 0.1 0.1
0.1 0.0 0.0
0.0 0.0 0.1
0.0 0.0 -0.1
-0.1 0.0 0.0
0.0 0.0 0.0
0.0 -0.9 -0.1
-0.4 2.0 0.3
-0.1 -2.9 0.4
0.0 0.0 0.0
0.0 -0.1 0.0
0.0 0.0 0.0
0.0 0.0 0.1
0.0 0.1 -0.1
0.2 0.2 0.2
-0.2 0.0 -0.2
0.3 0.2 0.1
0.1 0.3 0.0
-0.3 -1.4 -1.1
0.3 -0.4 -0.3
-0.6 0.2 0.8
0.2 -0.2 0.0
-1.6 1.4 -0.2
0.5 -0.3 -0.4
0.0 0.1 0.1
0.0 0.0 0.1
0.1 -0.1 0.0
0.2 -0.2 0.0
0.3 0.0 0.0
0.1 -0.3 0.4
-0.7 -0.2 0.1
-0.3 -0.2 0.3
0.0 0.1 -0.2
0.2 0.0 -0.1
-0.2 -0.1 0.2
0.0 0.1 -0.5
0.1 0.1 0.0
0.0 0.0 0.1
-0.1 0.0 -0.1
0.0 0.1 -0.1
-0.1 0.0 0.1
-1.0 0.7 0.5
1.7 0.1 -0.8
0.3 -0.1 -0.1

net charge: +1
HOMO energy (alpha / beta): -0.3877 / -0.3762 Eh
frontier orbital gap (alpha / beta): 6.51 / 6.50 eV
total energy: -117315.7435 eV
relative energy (zero: lowest compared OMol25 entry of this formula, charge and spin): 70.8 kcal/mol
multiplicity: 2

=====

2.
The following is a DFT calculation (wB97M-V/def2-TZVPD) of a structure of composition C17H22N2O4SeW.

Geometry (Å):
W (-0.409512, -0.422318, 0.563914)
C (-1.347160, -0.048431, 3.452991)
C (0.181189, -0.016407, 3.618407)
C (0.610620, -0.465070, 5.027949)
C (0.769342, -0.897760, 2.543454)
C (1.831402, -0.461674, 1.698298)
C (2.227274, -1.210687, 0.582703)
C (1.627973, -2.452012, 0.254527)
C (2.123884, -3.285107, -0.859195)
C (0.539548, -2.855830, 1.079165)
C (0.154454, -2.133956, 2.214562)
H (-1.819235, 0.908211, 3.677042)
H (-1.823055, -0.839983, 4.036482)
H (-1.706836, -0.292329, 2.395799)
H (0.549196, 1.000333, 3.453319)
H (0.308449, -1.496193, 5.220934)
H (0.130309, 0.180212, 5.764200)
H (1.688549, -0.377172, 5.159874)
H (2.299497, 0.499965, 1.898202)
H (2.996579, -0.805943, -0.069764)
H (2.550961, -2.695178, -1.670432)
H (1.383237, -3.993311, -1.227804)
H (2.954296, -3.887284, -0.451153)
H (0.007786, -3.776478, 0.853248)
H (-0.688752, -2.480699, 2.804762)
O (-2.367549, 2.480991, -1.176121)
C (-1.474677, 1.919904, -0.717248)
O (-1.591569, 0.961639, 0.415348)
C (0.003799, 1.844022, -1.174873)
O (0.622479, 2.588942, -1.794779)
O (0.521965, 0.568985, -0.669342)
C (-4.690929, -0.474914, 0.199103)
N (-4.248617, -0.587754, -1.201727)
C (-5.017164, -0.251661, -2.270553)
C (-4.326674, -0.600135, -3.403389)
N (-3.150535, -1.152536, -3.012413)
C (-2.142254, -1.683080, -3.952678)
C (-3.093931, -1.122515, -1.662110)
Se (-1.785050, -2.044587, -0.654459)
H (-5.719507, -0.124070, 0.199479)
H (-4.075456, 0.250319, 0.725783)
H (-4.661421, -1.454117, 0.674229)
H (-6.000898, 0.180837, -2.162965)
H (-4.604953, -0.507784, -4.443056)
H (-2.658355, -2.008664, -4.852476)
H (-1.643148, -2.543761, -3.512624)
H (-1.428613, -0.902582, -4.209557)

Atomic forces in eV per Å
0.1 0.3 -0.1
-0.1 0.0 0.0
0.0 0.0 0.0
0.0 0.0 0.0
0.0 0.1 0.0
-0.2 -0.1 0.1
0.0 0.0 0.0
0.0 0.1 0.0
0.0 0.0 0.0
-0.1 -0.1 0.1
-0.1 0.1 0.0
0.0 0.0 0.0
0.0 0.0 0.0
0.0 0.0 0.0
0.0 0.0 0.0
0.0 0.0 0.0
0.0 0.0 0.0
0.0 0.0 0.0
0.0 0.0 0.0
0.0 0.0 0.0
0.0 0.0 0.0
0.0 0.0 0.0
0.0 0.0 0.0
0.1 0.0 0.0
0.1 -0.1 0.0
-0.1 0.0 0.2
0.2 -0.1 0.0
0.1 -0.2 -0.1
-0.1 0.1 0.0
0.0 -0.1 0.0
0.0 -0.1 0.0
0.0 0.0 0.0
0.0 0.1 -0.1
0.0 0.0 0.1
0.0 -0.1 -0.1
0.0 0.1 -0.1
0.0 0.0 0.0
-0.1 0.0 0.1
0.1 0.0 0.0
0.0 0.0 0.0
0.0 0.0 0.0
0.0 0.0 0.0
0.0 0.0 0.0
0.0 0.0 0.0
0.0 0.0 0.0
0.0 0.0 0.0
0.0 0.0 0.0

net charge: +4
HOMO energy: -0.8209 Eh
frontier orbital gap: 5.46 eV
total energy: -96281.0723 eV
relative energy (zero: lowest compared OMol25 entry of this formula, charge and spin): 43.8 kcal/mol

=====

3.
The following is a DFT calculation (wB97M-V/def2-TZVPD) of the molecule C17H22N2O5 in a non-equilibrium geometry.

Geometry (Å):
C (-4.247709, 0.801838, 6.005576)
O (-3.291314, 1.596132, 5.193848)
O (-2.200933, 0.780821, 4.657161)
C (-2.235738, 0.669962, 3.207566)
C (-1.368512, -0.307684, 2.481257)
N (-1.658086, -1.591828, 2.004881)
C (-0.562721, -2.034104, 1.616572)
N (0.529513, -1.162869, 1.788094)
C (1.876974, -1.311999, 1.373131)
C (2.223509, -0.740421, 0.000937)
O (3.409331, -0.491356, -0.249380)
C (1.188595, -0.059695, -0.958272)
C (1.343275, -0.480943, -2.418518)
C (1.073531, -1.889396, -2.538524)
C (-0.241214, -2.316137, -2.542935)
C (-0.542995, -3.627346, -2.318488)
C (0.405381, -4.559137, -2.281300)
C (1.754707, -4.130748, -2.310972)
C (2.094351, -2.829462, -2.458270)
C (0.000966, -0.024848, 2.365972)
C (0.678824, 1.328929, 2.838581)
O (0.886501, 2.204405, 1.703813)
O (1.266352, 3.503818, 2.047657)
C (1.387131, 4.379933, 0.952701)
H (-4.259826, 1.153084, 7.070101)
H (-3.999261, -0.226642, 6.053012)
H (-5.248982, 0.954176, 5.601679)
H (-3.256046, 0.465462, 2.817823)
H (-1.936820, 1.654359, 2.806644)
H (-0.457458, -2.969018, 1.110266)
H (2.035872, -2.398299, 1.347429)
H (2.544866, -1.060441, 2.219293)
H (1.417614, 1.042716, -0.909005)
H (0.155679, -0.174978, -0.572516)
H (0.792627, -0.016215, -3.174799)
H (2.362660, -0.167936, -2.732480)
H (-1.041975, -1.512848, -2.607953)
H (-1.601340, -3.884472, -2.255865)
H (0.178517, -5.609912, -2.408297)
H (2.638529, -4.946255, -2.221679)
H (3.216346, -2.719825, -2.354937)
H (0.089224, 1.727183, 3.652124)
H (1.646418, 1.230218, 3.319933)
H (1.528640, 3.807858, 0.105218)
H (0.571397, 5.014404, 0.822955)
H (2.186508, 5.083851, 1.078439)

Atomic forces in eV per Å
0.6 1.6 0.2
-0.3 -0.8 -0.2
0.0 -1.2 0.4
-2.2 1.2 -1.5
2.0 0.4 1.8
-2.7 2.8 1.8
4.0 -0.6 -1.4
-1.6 0.6 0.4
0.3 -1.9 0.1
2.3 3.0 -0.7
-1.9 -1.3 0.5
-0.7 0.9 0.7
2.4 1.0 0.4
0.5 -1.3 -0.2
-0.5 2.3 0.5
-3.1 0.6 -0.6
2.9 -1.6 -0.3
1.0 -4.0 0.0
1.8 -0.3 0.9
-1.1 0.9 0.2
0.5 -0.8 -0.4
-1.3 -1.7 -2.0
0.7 1.3 3.0
0.2 -0.6 0.8
0.3 0.1 -1.0
0.4 -1.0 -0.4
0.1 -0.1 -0.2
0.2 0.3 0.7
-0.3 -0.2 0.2
0.4 -0.5 -0.2
0.1 0.0 -0.5
0.0 0.7 -0.9
-0.1 -1.0 0.3
0.5 -0.1 -0.3
-1.7 1.5 -0.4
-0.2 -0.7 0.4
1.0 -1.2 0.1
0.2 -0.2 -0.1
-0.1 -0.1 0.7
-2.3 1.9 -0.3
-1.6 1.1 -0.4
-0.7 0.5 -0.3
0.4 -0.7 -0.1
0.5 -1.0 -2.1
-2.1 0.7 -0.1
1.0 -0.2 0.5

SMILES: COOCc1ncn(CC(=O)CCc2ccccc2)c1COOC
HOMO energy: -0.3300 Eh
frontier orbital gap: 9.50 eV
total energy: -31194.4464 eV
relative energy (zero: lowest compared OMol25 entry of this formula, charge and spin): 255.0 kcal/mol

=====

4.
The following is a DFT calculation (wB97M-V/def2-TZVPD) of the ion C17H22N3O3S with charge +1 in a non-equilibrium geometry.

Geometry (Å):
C (-3.453989, 2.046667, 1.105725)
N (-2.258910, 1.928459, 0.206005)
C (-1.869901, 3.289645, -0.190965)
C (-1.175688, 1.222253, 0.828765)
C (-1.239688, -0.334527, 0.568084)
N (-1.065864, -0.897064, -0.771440)
C (-1.586103, -0.514377, -2.003827)
O (-2.391748, 0.400767, -2.106026)
C (-1.083061, -1.225428, -3.257069)
C (0.201162, -1.993001, -3.095111)
C (1.417789, -1.279659, -2.822073)
C (2.499977, -2.310749, -2.698382)
C (2.087735, -3.646223, -2.869124)
N (2.924703, -4.827884, -2.722526)
O (4.001211, -4.761512, -2.051090)
O (2.497969, -5.832930, -3.252964)
S (0.358114, -3.756486, -3.095190)
C (-0.743070, 1.563494, 2.276127)
C (0.634981, 0.999047, 2.538423)
C (1.676368, 1.460363, 1.630454)
C (2.934236, 0.945193, 1.764986)
C (3.184658, 0.092145, 2.839298)
C (2.113615, -0.473781, 3.783738)
C (0.848044, 0.088107, 3.571413)
H (-3.018359, 2.425348, 2.143281)
H (-4.105863, 2.748038, 0.567606)
H (-3.866580, 0.995031, 1.232165)
H (-2.455253, 1.392850, -0.634713)
H (-1.125921, 3.196726, -0.980546)
H (-1.640240, 4.010806, 0.617984)
H (-2.670628, 3.816287, -0.643815)
H (-0.287030, 1.456116, 0.166837)
H (-0.511117, -0.876083, 1.196845)
H (-2.130492, -0.652765, 0.874215)
H (-0.681278, -1.805754, -0.733621)
H (-0.956776, -0.467217, -4.102579)
H (-1.781878, -1.941733, -3.668107)
H (1.530140, -0.209189, -2.960334)
H (3.473789, -2.023315, -2.597293)
H (-1.426061, 1.156325, 3.092545)
H (-0.639782, 2.640895, 2.439101)
H (1.678500, 2.239335, 0.881009)
H (3.709131, 1.268875, 1.158160)
H (4.195121, -0.225489, 3.114377)
H (2.212751, -1.213921, 4.535444)
H (-0.014716, -0.113684, 4.124207)

Atomic forces in eV per Å
0.7 -0.9 1.4
-1.2 1.7 1.7
0.7 1.0 -0.5
4.2 -2.2 -1.1
2.0 1.1 -0.3
-0.2 1.2 -1.7
0.3 -0.3 1.4
0.0 0.6 0.3
0.6 -0.3 -1.2
2.5 1.4 1.1
-0.5 -5.1 -1.2
-3.8 -0.3 -0.9
0.0 3.0 0.9
1.9 -0.2 1.3
-2.9 0.3 -1.9
0.1 0.2 0.2
0.6 1.4 -0.2
-0.7 -0.5 1.0
1.2 1.4 -2.2
-1.1 -1.0 1.6
-0.7 -1.4 2.8
-1.4 -2.6 3.0
1.0 3.4 -3.9
1.7 0.4 -1.6
-1.4 -0.6 -2.3
-0.2 -0.4 0.8
0.2 1.6 -0.1
-0.7 -0.4 -1.1
0.4 0.2 0.4
0.6 -1.1 0.0
-1.2 -0.1 -0.7
-0.8 0.2 0.9
-0.1 0.7 -0.2
-4.0 -1.3 1.7
0.8 -0.8 -0.3
-0.2 -0.7 1.4
-0.9 0.1 0.2
0.1 -0.2 0.4
2.5 0.4 0.4
0.5 0.5 -1.2
-0.5 0.0 -0.2
-1.2 0.2 -0.1
1.4 0.5 -1.0
-0.3 0.1 -0.6
0.8 -0.4 0.5
-1.0 -0.8 1.1

SMILES: C[NH+](C)[C@H](CNC(=O)Cc1ccc([N+](=O)[O-])s1)Cc1ccccc1
net charge: +1
HOMO energy: -0.4314 Eh
frontier orbital gap: 8.66 eV
total energy: -39422.4081 eV
relative energy (zero: lowest compared OMol25 entry of this formula, charge and spin): 59.6 kcal/mol